[1]
The following is a quantum chemistry calculation of C6H13N3O4 in the gas phase at a distorted geometry, from OMol25.

Structure (XYZ):
```
26
Properties=species:S:1:pos:R:3
O -1.19 0.65 1.56
H 2.10 1.52 -0.31
H -1.90 -2.48 -2.73
C -0.38 -0.25 2.18
H -2.56 -1.44 -1.41
O 1.88 0.92 0.48
O 0.02 1.73 -1.55
H 2.04 2.65 2.72
H -2.14 -0.88 -3.03
C -0.47 -1.19 -1.92
H 1.38 -1.90 -0.94
C 0.41 -2.34 -1.28
H -0.72 -0.46 3.28
H 0.29 3.00 2.67
H 0.68 -3.08 -2.01
H -0.30 -1.18 1.56
C 0.95 1.35 1.38
N -0.25 0.85 -0.81
H -0.07 -0.81 -2.91
N -0.48 -0.32 -0.72
O 0.85 0.38 2.34
C -1.88 -1.55 -2.27
N -0.40 1.49 0.83
H 1.20 3.49 1.29
H -0.22 -2.83 -0.47
C 1.17 2.68 2.05
```

Output
Electronic energy   -701.41527 Ha
SMILES   CC(C)/N=[N+](\[O-])N1OCO[C@@]1(C)O
LUMO   0.811 eV
E_HOMO   -9.023 eV
Relative energy (zero: lowest compared OMol25 entry of this formula, charge and spin)   54.99 kJ/mol

[2]
The following is a quantum chemistry calculation of 2 unconnected molecules or ions with the total composition C6H13N3OS at a distorted geometry, from OMol25.

Structure (XYZ):
```
24
Properties=species:S:1:pos:R:3
H 3.05 -2.54 0.00
H 3.88 -0.97 1.47
H -0.27 2.15 0.42
C -1.11 -0.05 1.42
C -1.29 0.48 0.02
S 0.12 0.05 -1.04
H -1.91 0.25 2.20
H -0.91 -1.11 1.36
H 2.49 -1.45 2.59
H -2.00 2.60 0.68
O 1.07 1.14 -0.84
H 2.50 -0.03 1.42
H -1.79 -0.17 -2.59
N 2.30 -2.04 0.49
N 1.17 -2.12 0.22
H -0.69 1.29 -2.86
C -1.27 2.06 0.08
H -0.38 -0.45 -3.38
H -1.15 2.49 -0.95
C 2.77 -1.09 1.60
H -0.10 0.42 1.72
N -3.33 -0.92 -0.78
C -2.46 -0.21 -0.56
C -0.70 0.21 -2.70
```

Output
Electronic energy   -873.92482 Ha
LUMO   0.719 eV
E_HOMO   -8.074 eV
Relative energy (zero: lowest compared OMol25 entry of this formula, charge and spin)   470.23 kJ/mol

[3]
The following is a quantum chemistry calculation of a molecular structure, C6H13N3PS at a distorted geometry, from OMol25.

Structure (XYZ):
```
24
Properties=species:S:1:pos:R:3
C -2.32 1.26 -2.05
H 4.02 0.68 0.78
P -1.48 0.77 -0.50
C 3.36 -0.03 0.52
H 2.42 1.65 -0.54
H -2.33 2.28 -2.39
N 0.45 -0.87 -0.28
H 3.87 -0.83 -0.13
H 2.16 -1.87 0.15
N 0.01 1.37 -0.60
H -3.35 0.93 -1.91
C 1.12 -2.07 0.12
C -0.93 -0.88 -0.34
H 3.02 -0.42 1.39
S -1.85 -2.24 -0.58
C -2.82 1.01 2.19
H -1.85 0.60 2.60
H 0.96 -2.92 -0.68
N 2.22 0.72 -0.10
H -1.95 0.46 -2.80
H -2.94 2.06 2.01
C 0.90 0.44 -0.28
H 0.78 -2.35 1.25
H -3.47 0.26 2.19
```

Output
Electronic energy   -1139.84148 Ha
Net charge   +1
LUMO (alpha / beta)   -6.048 / -4.544 eV
E_HOMO (alpha / beta)   -12.342 / -12.306 eV
Relative energy (zero: lowest compared OMol25 entry of this formula, charge and spin)   49.28 kJ/mol

[4]
The following is a quantum chemistry calculation of a gas-phase ion, C6H13N4 (charge +1) at a distorted geometry, from OMol25.

Structure (XYZ):
```
23
Properties=species:S:1:pos:R:3
H -2.64 -1.93 -0.52
H -1.01 2.80 -1.19
H 0.46 -2.02 -1.43
H 0.98 1.25 1.46
H -0.52 0.40 2.07
C -0.65 -1.62 0.69
H 2.53 0.97 0.18
H -0.28 2.22 0.22
C 0.53 0.29 1.79
N 1.10 -1.22 -1.63
H 1.43 -1.06 -2.65
C -1.14 2.12 -0.34
H 1.06 -0.19 2.69
H 2.71 0.78 -1.61
H -0.41 -2.65 0.60
N 2.09 0.69 -0.73
C 1.27 -0.39 -0.60
N -1.06 0.76 -0.79
C -1.84 -1.27 -0.14
C 0.50 -0.60 0.60
H -1.14 -1.65 1.74
N -1.92 -0.11 -0.63
H -2.06 2.41 0.24
```

Output
Electronic energy   -455.04582 Ha
Net charge   +1
LUMO (alpha / beta)   -2.892 / -5.830 eV
E_HOMO (alpha / beta)   -10.814 / -12.400 eV
Multiplicity   3
Relative energy (zero: lowest compared OMol25 entry of this formula, charge and spin)   96.33 kJ/mol

[5]
The following is a quantum chemistry calculation of a gas-phase ion, C6H13N4O2S (charge +1) at a distorted geometry, from OMol25.

Structure (XYZ):
```
26
Properties=species:S:1:pos:R:3
N 0.64 2.19 0.86
C 2.75 1.05 0.50
H -3.90 0.54 0.96
N -1.19 -1.85 0.58
H -0.77 0.09 1.72
O -1.45 -0.08 -1.69
O -1.73 1.86 -0.20
C 2.66 -0.64 -1.11
H -3.38 -1.17 0.54
H 3.33 -1.55 -1.26
C 1.29 1.09 0.46
H -4.14 0.00 -0.80
H 1.10 3.09 0.96
N 0.67 -0.01 0.19
N 3.33 0.30 -0.34
C -0.64 -0.27 0.72
H 0.53 -1.12 -1.47
H -0.37 2.23 0.80
H -0.52 -2.50 1.07
H -1.32 -2.09 -0.42
H 3.38 1.69 1.04
H 1.26 -1.98 -0.10
C 1.20 -1.06 -0.59
C -3.49 -0.15 0.16
S -1.91 0.47 -0.43
H 2.66 -0.13 -2.14
```

Output
Electronic energy   -1003.78154 Ha
SMILES   CS(=O)(=O)[C@@H](N)N1CCN=CC1=[NH2+]
Net charge   +1
LUMO   -4.249 eV
E_HOMO   -13.513 eV
Relative energy (zero: lowest compared OMol25 entry of this formula, charge and spin)   120.27 kJ/mol

[6]
The following is a quantum chemistry calculation of a gas-phase ion, C6H13N6 (charge +1) at a distorted geometry, from OMol25.

Structure (XYZ):
```
25
Properties=species:S:1:pos:R:3
H -2.20 1.02 -2.99
H 3.39 0.59 -0.28
C -1.33 1.33 -0.06
N -1.18 1.02 1.16
N -1.25 0.52 -1.13
H 1.59 -2.36 -0.45
H -1.82 0.08 3.46
H 3.30 -0.25 1.20
C 1.49 -0.17 0.16
H 1.45 -0.30 2.34
H 1.25 0.67 -0.42
C -1.20 1.15 -2.52
H -2.09 -1.24 -1.72
C -0.43 0.21 1.89
N -0.86 -0.03 3.12
N -0.21 -1.68 -0.95
N 0.87 -0.07 1.61
H -0.87 2.12 -2.56
C -1.22 -0.89 -1.15
C 1.01 -1.47 -0.43
H -1.48 2.42 -0.24
H -0.54 0.38 -3.03
H -0.25 -0.21 3.95
H -0.32 -2.68 -1.22
N 2.91 -0.14 0.26
```

Output
Electronic energy   -564.56706 Ha
Net charge   +1
LUMO (alpha / beta)   -2.865 / -4.102 eV
E_HOMO (alpha / beta)   -8.882 / -13.126 eV
Multiplicity   3
Relative energy (zero: lowest compared OMol25 entry of this formula, charge and spin)   0.00 kJ/mol

[7]
The following is a quantum chemistry calculation of a gas-phase ion, C6H13N7S (charge +2) at a distorted geometry, from OMol25.

Structure (XYZ):
```
27
Properties=species:S:1:pos:R:3
N -0.85 1.25 -2.05
H 1.53 0.65 0.11
C 0.24 -2.30 0.38
N -1.28 1.01 2.18
N 1.06 0.89 -0.71
C 2.37 0.72 -2.82
H 0.77 -2.88 2.44
H 2.09 -1.22 -2.00
S 3.11 1.53 -4.00
C -0.85 -0.24 0.10
C 0.40 -2.15 1.80
C 0.05 -0.94 2.30
H 2.41 2.45 -1.54
C -0.18 0.74 -1.00
H -1.50 1.85 1.42
N 1.92 -0.55 -2.77
N 1.96 1.47 -1.74
H -1.70 0.94 -2.45
H -2.21 0.80 2.48
H -0.67 1.32 3.03
N -0.43 0.14 1.49
H -0.38 1.92 -2.64
H 0.69 -3.23 -0.14
H 0.26 -0.65 3.26
N -0.35 -1.47 -0.37
H -2.00 -0.26 -0.08
H 2.30 -1.00 -3.65
```

Output
Electronic energy   -1017.14692 Ha
SMILES   NC(=S)N/[NH+]=C(\N)[C@H]1N=CC=CN1[NH3+]
Net charge   +2
LUMO   -7.765 eV
E_HOMO   -14.401 eV
Relative energy (zero: lowest compared OMol25 entry of this formula, charge and spin)   0.00 kJ/mol

[8]
The following is a quantum chemistry calculation of C6H13NO in the gas phase at a distorted geometry, from OMol25.

Structure (XYZ):
```
21
Properties=species:S:1:pos:R:3
C -1.64 0.29 -1.39
H -0.64 -1.43 -0.63
H 2.82 0.18 -1.35
H -1.52 -0.12 -2.37
C -1.78 -0.29 1.60
C 0.04 1.40 1.23
H 0.05 1.47 2.31
H -0.48 2.22 0.73
H -2.57 0.13 -0.87
H -2.58 0.32 1.17
N 0.76 -0.01 -1.25
H 0.70 0.77 -1.88
C 2.01 -0.29 -0.77
H -2.13 -1.33 1.53
H 1.11 1.48 1.02
H 0.35 -0.65 1.30
C -0.46 -0.02 0.93
O 2.21 -1.14 0.07
H -1.76 -0.12 2.67
H -1.54 1.37 -1.48
C -0.49 -0.35 -0.59
```

Output
Electronic energy   -366.41404 Ha
SMILES   CC(C)[C@@H](C)NC=O
LUMO   0.881 eV
E_HOMO   -9.653 eV
Relative energy (zero: lowest compared OMol25 entry of this formula, charge and spin)   52.14 kJ/mol